# 1
{
  "formula": "C16H44MgN5NaO7",
  "method": "ωB97M-V with the def2-TZVPD basis set",
  "species": ["Na", "Mg", "N", "O", "O", "O", "C", "C", "C", "O", "C", "N", "H", "H", "H", "H", "H", "H", "H", "H", "H", "H", "H", "C", "C", "C", "O", "C", "N", "H", "H", "H", "H", "H", "H", "H", "H", "H", "H", "H", "C", "C", "C", "O", "C", "N", "H", "H", "H", "H", "H", "H", "H", "H", "H", "H", "H", "C", "C", "C", "O", "C", "N", "H", "H", "H", "H", "H", "H", "H", "H", "H", "H", "H"],
  "coordinates": [[3.515, 1.418, -0.563], [-2.672, -0.036, -0.230], [0.427, 0.715, 0.545], [0.617, 1.542, 1.430], [-0.762, 0.364, 0.278], [1.365, 0.162, -0.074], [3.909, 5.095, 1.665], [2.972, 5.066, 0.468], [3.687, 5.501, -0.789], [4.032, 6.846, -0.653], [5.047, 7.272, -1.565], [2.443, 3.702, 0.228], [3.559, 5.834, 2.388], [4.936, 5.351, 1.412], [3.946, 4.172, 2.253], [2.149, 5.764, 0.643], [3.037, 5.395, -1.679], [4.571, 4.869, -0.959], [5.407, 8.217, -1.174], [4.618, 7.384, -2.564], [5.869, 6.552, -1.611], [1.780, 3.739, -0.544], [1.923, 3.331, 1.020], [0.423, -6.517, 0.187], [1.881, -6.113, -0.018], [2.412, -5.386, 1.211], [1.798, -4.119, 1.455], [2.001, -3.172, 0.442], [2.674, -7.276, -0.390], [0.422, -7.348, 0.893], [-0.031, -6.774, -0.769], [-0.155, -5.680, 0.579], [1.929, -5.384, -0.836], [3.495, -5.211, 1.134], [2.237, -5.988, 2.106], [1.211, -3.248, -0.311], [2.962, -3.336, -0.075], [2.132, -2.183, 0.880], [3.661, -7.115, -0.186], [2.474, -8.047, 0.250], [-4.741, 2.868, -1.359], [-3.247, 2.754, -1.070], [-2.957, 2.727, 0.431], [-3.325, 1.460, 0.967], [-3.440, 1.447, 2.404], [-2.711, 1.496, -1.707], [-5.124, 3.867, -1.168], [-5.320, 2.130, -0.799], [-4.953, 2.671, -2.415], [-2.739, 3.647, -1.439], [-3.486, 3.555, 0.903], [-1.877, 2.842, 0.596], [-2.456, 1.648, 2.827], [-3.808, 0.469, 2.694], [-4.181, 2.176, 2.729], [-1.792, 1.725, -2.085], [-3.272, 1.343, -2.544], [-1.950, -3.935, 1.364], [-1.869, -2.619, 0.607], [-2.185, -2.795, -0.855], [-2.092, -1.500, -1.508], [-2.377, -1.633, -2.903], [-2.823, -1.579, 1.168], [-2.003, -3.781, 2.444], [-1.092, -4.573, 1.178], [-2.878, -4.457, 1.103], [-0.881, -2.163, 0.700], [-3.200, -3.174, -1.011], [-1.448, -3.469, -1.292], [-1.549, -2.123, -3.415], [-2.501, -0.639, -3.325], [-3.291, -2.200, -3.091], [-2.602, -1.487, 2.159], [-3.730, -2.059, 1.237]],
  "homo_energy_ev": -12.9146,
  "total_charge": 2,
  "orbital_gap_ev": 7.6,
  "multiplicity": 1,
  "e_lumo_ev": -5.320,
  "fmax_ev_per_a": 1.44
}



# 2
{
  "formula": "C16H44N4NaO4",
  "method": "ωB97M-V with the def2-TZVPD basis set",
  "species": ["Na", "C", "C", "C", "O", "C", "N", "H", "H", "H", "H", "H", "H", "H", "H", "H", "H", "H", "C", "C", "C", "O", "C", "N", "H", "H", "H", "H", "H", "H", "H", "H", "H", "H", "H", "C", "C", "C", "O", "C", "N", "H", "H", "H", "H", "H", "H", "H", "H", "H", "H", "H", "C", "C", "C", "O", "C", "N", "H", "H", "H", "H", "H", "H", "H", "H", "H", "H", "H"],
  "coordinates": [[11.643, -14.100, 7.527], [12.575, -10.073, 5.395], [12.194, -11.463, 4.884], [12.400, -11.567, 3.375], [13.755, -11.787, 3.091], [14.009, -11.745, 1.693], [12.973, -12.512, 5.582], [11.872, -9.359, 4.955], [13.592, -9.824, 5.095], [12.457, -9.968, 6.475], [11.129, -11.614, 5.090], [12.063, -10.631, 2.905], [11.741, -12.344, 2.958], [13.467, -12.548, 1.183], [15.072, -11.899, 1.523], [13.739, -10.770, 1.276], [13.659, -12.123, 6.217], [13.523, -13.000, 4.881], [13.167, -16.749, 9.734], [11.772, -16.870, 9.146], [10.987, -18.013, 9.790], [9.654, -17.935, 9.327], [8.860, -19.020, 9.756], [11.050, -15.581, 9.422], [13.177, -16.587, 10.811], [13.641, -15.877, 9.270], [13.810, -17.589, 9.470], [11.851, -17.065, 8.077], [11.042, -17.893, 10.882], [11.397, -18.992, 9.511], [9.019, -19.255, 10.814], [9.068, -19.946, 9.203], [7.818, -18.762, 9.580], [10.083, -15.761, 9.141], [10.993, -15.586, 10.441], [9.968, -14.547, 4.147], [10.029, -15.754, 5.048], [9.757, -17.039, 4.284], [9.727, -18.188, 5.096], [8.627, -18.233, 5.995], [11.356, -15.825, 5.737], [10.158, -13.596, 4.652], [9.016, -14.462, 3.625], [10.788, -14.606, 3.419], [9.300, -15.695, 5.862], [10.562, -17.199, 3.560], [8.823, -16.963, 3.708], [7.696, -18.017, 5.470], [8.781, -17.549, 6.838], [8.634, -19.219, 6.456], [12.070, -15.698, 5.018], [11.443, -16.816, 5.977], [10.800, -11.307, 10.957], [10.851, -12.197, 9.702], [10.083, -11.604, 8.543], [9.698, -12.609, 7.601], [8.701, -12.113, 6.741], [12.225, -12.540, 9.326], [9.795, -10.934, 11.157], [11.376, -10.382, 10.830], [11.237, -11.884, 11.768], [10.295, -13.100, 9.972], [10.694, -10.862, 7.995], [9.229, -11.000, 8.865], [7.796, -11.829, 7.291], [8.382, -12.882, 6.039], [9.048, -11.237, 6.182], [12.693, -11.659, 9.103], [12.773, -12.858, 10.122]],
  "homo_energy_ev": -12.1948,
  "relative_energy_kcal_mol": 0.0,
  "total_charge": 1,
  "orbital_gap_ev": 10.1,
  "multiplicity": 1,
  "e_lumo_ev": -2.069,
  "fmax_ev_per_a": 1.27
}



# 3
{
  "formula": "C16H45CrCu5N3O13P2",
  "method": "ωB97M-V with the def2-TZVPD basis set",
  "species": ["Cr", "Cu", "Cu", "Cu", "Cu", "Cu", "P", "O", "O", "O", "O", "P", "O", "O", "O", "O", "C", "C", "O", "H", "H", "H", "H", "H", "H", "C", "C", "O", "H", "H", "H", "H", "H", "H", "C", "C", "C", "O", "C", "N", "H", "H", "H", "H", "H", "H", "H", "H", "H", "H", "H", "C", "C", "C", "O", "C", "N", "H", "H", "H", "H", "H", "H", "H", "H", "H", "H", "H", "C", "C", "C", "O", "C", "N", "H", "H", "H", "H", "H", "H", "H", "H", "H", "H", "H"],
  "coordinates": [[0.834, -1.307, 2.367], [-2.782, -0.280, 1.800], [0.292, -4.719, -0.170], [-2.742, -4.234, 0.041], [0.464, -4.737, 2.829], [-1.869, -3.333, 3.075], [0.435, -2.581, 4.686], [-0.249, -3.976, 4.773], [1.679, -2.576, 3.692], [0.696, -2.055, 6.085], [-0.507, -1.658, 3.889], [-0.902, -2.183, 0.589], [-0.056, -2.940, 1.595], [-0.386, -0.739, 0.802], [-2.359, -2.272, 1.148], [-0.784, -2.746, -0.834], [-5.097, -1.799, -2.386], [-3.574, -1.868, -2.517], [-3.001, -3.064, -2.003], [-5.427, -0.855, -2.822], [-5.417, -1.777, -1.343], [-5.645, -2.607, -2.869], [-3.174, -1.073, -1.872], [-3.218, -1.529, -3.494], [-2.087, -2.814, -1.791], [0.459, -2.884, -4.499], [0.887, -4.027, -3.574], [1.240, -3.457, -2.296], [1.277, -2.210, -4.747], [-0.425, -2.449, -4.029], [0.180, -3.271, -5.483], [1.704, -4.571, -4.046], [0.116, -4.743, -3.280], [0.429, -3.039, -1.977], [0.838, 1.270, -3.780], [0.972, 0.642, -2.406], [1.772, 1.501, -1.448], [3.140, 1.241, -1.684], [3.951, 2.330, -1.231], [-0.379, 0.494, -1.818], [0.217, 2.160, -3.881], [0.421, 0.474, -4.402], [1.796, 1.585, -4.197], [1.500, -0.313, -2.477], [1.596, 1.158, -0.415], [1.440, 2.543, -1.397], [3.786, 3.335, -1.618], [4.967, 2.037, -1.497], [3.915, 2.345, -0.136], [-0.303, 0.073, -0.889], [-0.740, -0.235, -2.432], [-0.729, 3.396, 1.385], [-2.121, 2.765, 1.388], [-3.217, 3.716, 0.876], [-3.152, 4.852, 1.687], [-3.856, 5.971, 1.181], [-2.187, 1.518, 0.571], [-0.052, 2.697, 1.884], [-0.637, 4.400, 1.787], [-0.335, 3.387, 0.365], [-2.418, 2.388, 2.370], [-4.213, 3.266, 0.837], [-2.909, 3.974, -0.147], [-3.227, 6.860, 1.163], [-4.789, 6.026, 1.745], [-4.184, 5.876, 0.140], [-2.297, 1.801, -0.401], [-1.309, 1.024, 0.502], [3.547, 2.090, 3.158], [2.734, 1.095, 2.405], [3.522, -0.093, 1.862], [2.548, -0.952, 1.232], [3.161, -2.088, 0.593], [1.641, 0.550, 3.266], [4.389, 2.585, 2.675], [3.861, 1.871, 4.184], [2.916, 2.934, 3.470], [2.160, 1.571, 1.607], [3.957, -0.633, 2.707], [4.302, 0.206, 1.163], [3.316, -1.779, -0.441], [2.487, -2.946, 0.570], [4.067, -2.481, 1.053], [1.069, 1.389, 3.346], [2.073, 0.502, 4.190]],
  "homo_energy_ev": [-9.6960, -10.5532],
  "s_squared": 6.0478,
  "total_charge": 1,
  "orbital_gap_ev": [5.8, 5.9],
  "multiplicity": 5,
  "e_lumo_ev": [-3.937, -4.608],
  "fmax_ev_per_a": 5.86
}



# 4
{
  "formula": "C16H45GeMnN2S3SbSi3",
  "method": "ωB97M-V with the def2-TZVPD basis set",
  "species": ["Mn", "C", "N", "C", "C", "C", "N", "C", "C", "H", "H", "H", "H", "H", "H", "H", "H", "H", "H", "H", "H", "H", "H", "H", "H", "S", "Sb", "S", "S", "C", "Si", "C", "C", "Ge", "Si", "C", "C", "C", "Si", "C", "C", "C", "H", "H", "H", "H", "H", "H", "H", "H", "H", "H", "H", "H", "H", "H", "H", "H", "H", "H", "H", "H", "H", "H", "H", "H", "H", "H", "H", "C", "H", "H"],
  "coordinates": [[-1.169, 0.723, 0.728], [-0.752, -2.218, 2.382], [-1.659, -1.634, 1.433], [-1.671, -2.326, 0.143], [-3.052, -1.793, 1.923], [-3.257, -1.316, 3.355], [-2.906, 0.088, 3.549], [-3.824, 1.050, 2.971], [-2.557, 0.484, 4.892], [-0.961, -3.316, 2.595], [-0.811, -1.654, 3.346], [0.193, -2.154, 1.928], [-1.681, -3.385, 0.193], [-0.799, -2.136, -0.500], [-2.498, -1.977, -0.473], [-3.325, -2.920, 1.918], [-3.769, -1.322, 1.255], [-2.632, -1.789, 4.037], [-4.321, -1.533, 3.671], [-4.701, 1.213, 3.614], [-4.300, 0.704, 2.053], [-3.326, 2.002, 2.810], [-3.492, 0.702, 5.536], [-2.073, 1.483, 4.825], [-1.837, -0.141, 5.397], [-6.551, 0.177, 0.382], [-5.072, 1.851, -0.475], [-0.655, 2.667, 1.992], [-2.929, 0.732, -0.923], [-0.568, 0.906, -4.267], [0.424, -0.390, -3.254], [1.828, -0.888, -4.367], [-0.794, -1.826, -3.182], [0.867, 0.298, -0.997], [2.761, -1.036, -0.460], [2.417, -2.855, -0.956], [4.324, -0.617, -1.594], [3.470, -1.037, 1.315], [1.803, 2.513, -1.032], [0.437, 3.729, -1.546], [3.275, 2.680, -2.245], [2.643, 3.189, 0.513], [-0.969, 0.282, -5.082], [0.074, 1.680, -4.677], [-1.384, 1.268, -3.652], [1.567, -1.076, -5.418], [2.271, -1.803, -3.953], [2.506, 0.004, -4.356], [-1.180, -1.897, -4.232], [-1.696, -1.524, -2.645], [-0.332, -2.714, -2.842], [2.077, -2.895, -1.956], [1.732, -3.202, -0.211], [3.361, -3.426, -0.906], [4.076, -0.576, -2.666], [5.052, -1.407, -1.328], [4.758, 0.367, -1.372], [2.800, -1.484, 2.122], [3.733, -0.002, 1.419], [4.339, -1.710, 1.319], [-0.020, 3.411, -2.501], [0.878, 4.715, -1.633], [-0.356, 3.740, -0.799], [3.432, 1.785, -2.851], [4.161, 2.870, -1.606], [3.112, 3.567, -2.841], [2.033, 3.435, 1.362], [3.103, 4.146, 0.217], [3.542, 2.581, 0.838], [0.064, 1.213, 2.390], [-0.408, 0.541, 3.161], [1.171, 1.181, 2.212]],
  "homo_energy_ev": [-0.0226, -1.2946],
  "s_squared": 9.2104,
  "relative_energy_kcal_mol": 0.0,
  "total_charge": -2,
  "orbital_gap_ev": [4.6, 5.9],
  "multiplicity": 6,
  "e_lumo_ev": [4.553, 4.558],
  "fmax_ev_per_a": 2.34
}



# 5
{
  "formula": "C16H45N4O5Ti",
  "method": "ωB97M-V with the def2-TZVPD basis set",
  "species": ["Ti", "O", "H", "C", "C", "C", "O", "C", "N", "H", "H", "H", "H", "H", "H", "H", "H", "H", "H", "H", "C", "C", "C", "O", "C", "N", "H", "H", "H", "H", "H", "H", "H", "H", "H", "H", "H", "C", "C", "C", "O", "C", "N", "H", "H", "H", "H", "H", "H", "H", "H", "H", "H", "H", "C", "C", "C", "O", "C", "N", "H", "H", "H", "H", "H", "H", "H", "H", "H", "H", "H"],
  "coordinates": [[-0.691, 2.624, 1.738], [-0.005, 0.899, 0.558], [-0.044, 0.054, 0.122], [0.617, -2.259, 2.075], [0.346, -1.451, 3.349], [1.081, -1.928, 4.587], [2.498, -1.952, 4.398], [3.006, -3.270, 4.323], [0.603, -0.011, 3.162], [0.521, -3.330, 2.281], [1.639, -2.048, 1.752], [-0.084, -2.040, 1.271], [-0.703, -1.641, 3.614], [0.709, -2.915, 4.887], [0.910, -1.291, 5.454], [2.587, -3.794, 3.458], [2.789, -3.823, 5.241], [4.085, -3.228, 4.186], [1.617, 0.095, 3.174], [0.362, 0.179, 2.178], [-0.336, -1.053, -2.663], [-0.131, 0.316, -3.338], [-1.385, 0.865, -3.977], [-1.803, 0.130, -5.122], [-1.030, 0.294, -6.272], [0.401, 1.281, -2.357], [-0.696, -1.803, -3.377], [-1.000, -1.059, -1.795], [0.624, -1.453, -2.320], [0.625, 0.140, -4.107], [-1.287, 1.904, -4.319], [-2.232, 0.847, -3.286], [-0.788, 1.318, -6.562], [-1.557, -0.182, -7.104], [-0.120, -0.322, -6.235], [1.390, 1.035, -2.310], [0.146, 1.119, -1.382], [-3.739, 0.516, -0.499], [-3.835, 0.964, 0.948], [-5.046, 0.475, 1.725], [-6.197, 1.081, 1.163], [-7.396, 0.771, 1.854], [-2.663, 0.479, 1.690], [-3.660, -0.574, -0.543], [-2.825, 0.896, -0.965], [-4.534, 0.852, -1.168], [-3.925, 2.050, 1.047], [-4.947, 0.791, 2.772], [-5.195, -0.616, 1.746], [-7.448, -0.303, 2.044], [-8.217, 1.082, 1.209], [-7.447, 1.385, 2.760], [-2.760, -0.499, 1.942], [-1.821, 0.511, 1.118], [5.063, 2.406, -0.068], [3.770, 1.642, -0.376], [4.014, 0.131, -0.558], [4.847, -0.234, -1.637], [4.263, 0.024, -2.895], [2.810, 1.804, 0.725], [5.652, 2.393, -0.987], [5.603, 1.943, 0.754], [4.776, 3.434, 0.143], [3.308, 2.003, -1.295], [3.026, -0.357, -0.616], [4.400, -0.293, 0.375], [4.181, 1.087, -3.144], [3.275, -0.445, -2.939], [4.923, -0.401, -3.648], [3.158, 1.369, 1.572], [1.919, 1.387, 0.470]],
  "homo_energy_ev": [-6.3779, -8.8560],
  "s_squared": 3.7516,
  "relative_energy_kcal_mol": 50.1,
  "orbital_gap_ev": [6.4, 8.7],
  "multiplicity": 4,
  "e_lumo_ev": [0.072, -0.146],
  "fmax_ev_per_a": 1.94
}



# 6
{
  "formula": "C16H45N4O6V",
  "method": "ωB97M-V with the def2-TZVPD basis set",
  "species": ["O", "V", "O", "H", "C", "C", "C", "O", "C", "N", "H", "H", "H", "H", "H", "H", "H", "H", "H", "H", "H", "C", "C", "C", "O", "C", "N", "H", "H", "H", "H", "H", "H", "H", "H", "H", "H", "H", "C", "C", "C", "O", "C", "N", "H", "H", "H", "H", "H", "H", "H", "H", "H", "H", "H", "C", "C", "C", "O", "C", "N", "H", "H", "H", "H", "H", "H", "H", "H", "H", "H", "H"],
  "coordinates": [[5.052, -10.159, -25.113], [3.674, -10.351, -25.891], [2.628, -10.674, -24.096], [1.806, -10.891, -23.615], [4.308, -10.122, -19.418], [3.413, -10.540, -20.570], [1.947, -9.968, -20.566], [1.341, -10.058, -19.282], [0.336, -9.073, -19.108], [4.136, -10.421, -21.832], [5.375, -10.227, -19.617], [4.170, -10.752, -18.539], [4.044, -9.085, -19.208], [3.262, -11.581, -20.287], [1.265, -10.487, -21.240], [1.940, -8.909, -20.824], [0.680, -8.057, -18.919], [-0.406, -9.362, -18.364], [-0.279, -8.990, -20.004], [3.574, -10.355, -22.668], [4.610, -9.532, -21.901], [4.500, -13.537, -24.216], [3.825, -13.641, -25.671], [2.298, -13.932, -25.668], [1.858, -15.119, -24.994], [0.468, -15.229, -24.632], [4.180, -12.426, -26.462], [4.036, -12.879, -23.481], [5.458, -13.090, -24.481], [4.757, -14.492, -23.757], [4.300, -14.485, -26.171], [1.900, -13.856, -26.680], [1.770, -13.045, -25.319], [-0.074, -15.327, -25.573], [0.058, -14.361, -24.114], [0.331, -16.139, -24.049], [3.881, -12.714, -27.382], [5.156, -12.663, -26.572], [-0.133, -9.461, -27.851], [1.235, -9.449, -27.315], [1.396, -8.403, -26.149], [2.661, -8.444, -25.657], [2.960, -7.581, -24.631], [1.523, -10.743, -26.775], [-0.883, -10.097, -27.381], [-0.150, -9.534, -28.938], [-0.488, -8.470, -27.568], [1.988, -9.197, -28.062], [0.657, -8.721, -25.413], [1.098, -7.398, -26.450], [2.903, -6.549, -24.976], [3.973, -7.889, -24.375], [2.341, -7.682, -23.740], [0.796, -11.099, -26.172], [1.431, -11.280, -27.625], [6.544, -9.893, -29.127], [5.769, -9.520, -27.865], [6.079, -8.066, -27.466], [5.623, -7.678, -26.184], [6.131, -6.515, -25.543], [4.380, -9.675, -27.926], [7.612, -9.694, -29.038], [6.098, -9.377, -29.977], [6.399, -10.959, -29.299], [6.168, -10.246, -27.156], [5.621, -7.343, -28.142], [7.136, -7.843, -27.616], [7.208, -6.588, -25.395], [5.621, -6.344, -24.595], [6.010, -5.655, -26.202], [4.199, -10.499, -28.482], [4.028, -8.979, -28.566]],
  "homo_energy_ev": [-10.3593, -10.3598],
  "s_squared": 0.7808,
  "relative_energy_kcal_mol": 25.2,
  "total_charge": 1,
  "orbital_gap_ev": [7.3, 7.3],
  "multiplicity": 2,
  "e_lumo_ev": [-3.032, -3.020],
  "fmax_ev_per_a": 4.28
}